This record from the Open Molecules 2025 dataset describes 2 unconnected molecules or ions with the total composition C4H10NS in a non-equilibrium geometry. The level of theory is ωB97M-V with the def2-TZVPD basis set.

```
16
Properties=species:S:1:pos:R:3:forces:R:3
C -2.29788 -1.07334 0.46279 -0.1598 0.7775 1.2987
C 0.81380 -0.52346 -0.74503 0.0453 3.8768 1.9147
C -1.60461 0.89721 1.60899 6.0695 1.0041 1.8398
C 3.41193 0.26348 -1.72416 -1.6935 -1.3865 -3.2864
N -2.58586 0.00002 1.12823 1.3277 -1.3503 -1.0156
S 1.95959 0.63667 -0.73314 -1.1375 -1.4434 0.5274
H -1.21455 -1.28217 0.30902 -0.8572 0.2378 -0.2641
H -3.12513 -1.73097 0.20874 0.2523 0.0593 -0.2598
H 0.90205 -1.46567 -1.12093 1.0203 -2.5162 -1.5841
H -0.91375 0.47377 2.51278 -2.2246 0.4340 -1.7465
H -0.64864 1.09148 0.90824 -2.7277 -0.5327 0.7083
H -1.96847 1.85000 1.99574 -0.4417 -0.3134 -0.4257
H 3.20247 1.01825 -2.52256 1.1303 -0.1293 0.5667
H 3.15496 -0.68912 -2.35644 0.7940 1.3324 1.5938
H 4.41937 0.26431 -1.32521 -0.1970 0.1883 0.2962
H -3.50531 0.26954 1.39296 -1.2004 -0.2384 -0.1635
```
Positions in Å, forces in eV/Å.

LUMO	-4.9349	eV
E	-610.93149	Eh
relative energy (zero: lowest compared OMol25 entry of this formula, charge and spin)	107.77	kcal per mole
Kohn-Sham gap	7.3	eV
molar mass	104.198	g mol⁻¹
charge	+1

These are the natural (NBO) partial charges, in e, on atoms 1 to 2:
1. C 0.12
2. C -0.60